[1]
Molecular formula: C14H24CoI2LaN2O3S2
Method: DFT, the ωB97M-V functional and the def2-TZVPD basis

E_HOMO (alpha / beta) = -0.750 / -0.729 Eh
total charge = +4
2S+1 = 5
relative energy (zero: lowest compared OMol25 entry of this formula, charge and spin) = 82.2 kJ/mol
lowest unoccupied orbital energy (alpha / beta) = -0.5364 / -0.6231 hartree
gap between HOMO and LUMO (alpha / beta) = 5.82 / 2.88 eV

```
49
Properties=species:S:1:pos:R:3:nbo_charge:R:1
I -1.2703 3.1097 2.0813 0.5857
I 1.7742 4.4649 1.2070 0.3204
La 1.5355 1.9665 -1.2462 1.6441
Co 0.9273 -0.8614 -0.0398 0.7679
S -0.8388 2.8117 -0.2738 -0.0559
S 1.5654 0.7259 1.1801 -0.3562
C -0.3154 -0.6564 -1.2347 0.4144
C -2.1911 3.5189 -1.3159 -0.0777
C 3.1032 -0.3208 1.4900 -0.0354
C -1.6660 4.7538 -2.0149 -0.6369
C -2.5134 2.3668 -2.2654 -0.6177
C -3.3986 3.8696 -0.4620 -0.6569
C 4.2937 0.6214 1.6871 -0.6350
C 3.3083 -1.2742 0.3180 -0.6122
C 2.7732 -1.0837 2.7748 -0.6565
C 0.6224 1.5630 -3.7129 0.3963
C 2.9271 0.6633 -3.2430 0.4267
O -1.3286 -0.7726 -1.7838 -0.3716
O 0.3823 1.1832 -4.7813 -0.2595
O 3.2785 0.0909 -4.1817 -0.2554
H -0.8184 4.5413 -2.6670 0.2023
H -1.3104 5.4865 -1.2909 0.2428
H -2.4718 5.1913 -2.6193 0.2960
H -1.6273 2.0453 -2.8380 0.1803
H -3.3366 2.6623 -2.9343 0.3030
H -2.7774 1.4846 -1.6644 0.2336
H -3.8252 2.9909 0.0286 0.2375
H -4.1705 4.2983 -1.1205 0.2946
H -3.1687 4.6124 0.3053 0.2408
H 5.2238 0.0373 1.8240 0.2822
H 4.1504 1.2730 2.5680 0.2529
H 4.4433 1.2884 0.8193 0.1916
H 4.1160 -1.9559 0.6226 0.3146
H 3.6346 -0.7663 -0.5953 0.2116
H 2.3574 -1.8133 0.1072 0.1551
H 3.5853 -1.7533 3.0825 0.2757
H 1.8856 -1.7138 2.6162 0.2187
H 2.5986 -0.3757 3.6008 0.2494
C -2.2548 -4.3639 0.2079 -0.4113
N -1.3451 -4.0584 1.3230 -0.3815
C -1.5524 -4.7959 2.5738 -0.4120
C -0.4261 -3.1567 1.1879 0.7257
N 0.3183 -2.3627 0.7346 -0.7041
H -2.9673 -5.1353 0.5097 0.2685
H -1.7094 -4.7318 -0.6674 0.2400
H -2.8048 -3.4824 -0.1456 0.2227
H -0.6004 -5.2186 2.9077 0.2441
H -1.9609 -4.1380 3.3472 0.2384
H -2.2709 -5.5935 2.3838 0.2581
```

---

[2]
Molecular formula: C14H24F6NaO18S2
Method: DFT, the ωB97M-V functional and the def2-TZVPD basis

E_HOMO = -0.226 Eh
total charge = -1
relative energy (zero: lowest compared OMol25 entry of this formula, charge and spin) = 149.8 kJ/mol
lowest unoccupied orbital energy = 0.0655 hartree
gap between HOMO and LUMO = 7.95 eV

```
65
Properties=species:S:1:pos:R:3:nbo_charge:R:1
Na -0.8732 0.5127 -0.4163 0.9414
C 1.3611 0.0201 -4.4424 0.7228
F 0.6967 -0.1123 -5.5951 -0.3111
F 1.2675 -1.1224 -3.6408 -0.3529
F 2.6398 0.2537 -4.8039 -0.3291
S 0.7641 1.5069 -3.3843 2.2826
O -0.6405 1.5332 -3.6462 -0.9792
O 1.0303 1.2247 -1.9361 -1.0504
O 1.4369 2.7228 -3.9437 -0.9588
C -3.1162 4.4640 -0.1154 0.7442
F -3.7653 5.5107 -0.6205 -0.3252
F -1.8990 4.7599 0.1162 -0.3088
F -3.6620 4.1798 1.0891 -0.3588
S -3.2458 2.8343 -1.2827 2.2646
O -2.8005 1.7120 -0.4396 -1.0621
O -4.6760 2.7432 -1.6256 -0.9917
O -2.3944 3.1508 -2.4466 -0.9340
C 1.2832 3.2588 2.8731 -0.2582
O -0.0944 3.5398 2.8721 -0.4971
C -1.0198 2.6436 2.5400 1.0059
O -0.8353 1.5078 2.0573 -0.7009
O -2.1061 3.1364 2.9410 -0.4706
C -3.2679 2.3075 3.0729 -0.2574
H 1.7799 3.0980 1.9163 0.2083
H 1.5945 2.5615 3.6510 0.1752
H 1.7676 4.1333 3.3075 0.1880
H -2.9172 1.4471 3.6427 0.1799
H -3.6421 1.9667 2.1076 0.2342
H -3.9970 2.8391 3.6844 0.1948
C -3.9430 0.0116 -3.7148 -0.2868
O -3.4227 -1.3599 -3.8433 -0.4991
C -2.5512 -1.8479 -2.9894 1.0020
O -2.0937 -1.1616 -2.0556 -0.7075
O -2.2633 -3.0942 -3.3366 -0.4945
C -1.5619 -3.9401 -2.4382 -0.2502
H -4.6790 0.2303 -4.4885 0.2035
H -3.1164 0.6979 -3.5307 0.2557
H -4.3538 0.0983 -2.7089 0.2072
H -2.1317 -3.8657 -1.5120 0.1800
H -0.5192 -3.6446 -2.3222 0.1952
H -1.5001 -4.9642 -2.8065 0.1967
C -0.8985 -3.5729 0.7617 -0.2808
O -0.1468 -3.4517 1.9859 -0.4866
C 0.2937 -2.2957 2.3524 0.9931
O 0.0839 -1.2287 1.7536 -0.6612
O 1.0354 -2.4577 3.5230 -0.5045
C 1.5191 -1.2156 4.0846 -0.2803
H -0.8254 -4.5585 0.3019 0.2028
H -0.7429 -2.7579 0.0548 0.2256
H -1.9109 -3.3205 1.0770 0.1983
H 1.9598 -1.2833 5.0792 0.1958
H 0.6723 -0.6410 4.4599 0.1876
H 2.1371 -0.5337 3.5005 0.2108
C 6.8352 -1.9016 2.0350 -0.2525
O 5.6319 -1.1832 1.7048 -0.5065
C 4.8931 -1.5164 0.6532 0.9854
O 5.0959 -2.4452 -0.0895 -0.6376
O 3.8967 -0.5933 0.5850 -0.4911
C 2.8651 -0.9980 -0.3091 -0.2679
H 7.0519 -1.5122 3.0297 0.1936
H 7.6807 -1.7415 1.3660 0.1885
H 6.6622 -2.9773 2.0677 0.1925
H 2.6310 -2.0603 -0.3784 0.1832
H 3.1476 -0.6925 -1.3166 0.2059
H 1.8989 -0.5549 -0.0680 0.2083
```

---

[3]
Molecular formula: C14H24N2O
Method: DFT, the ωB97M-V functional and the def2-TZVPD basis

E_HOMO = -0.338 Eh
total charge = 0
relative energy (zero: lowest compared OMol25 entry of this formula, charge and spin) = 60.8 kJ/mol
lowest unoccupied orbital energy = 0.0308 hartree
gap between HOMO and LUMO = 10.03 eV

```
41
Properties=species:S:1:pos:R:3:nbo_charge:R:1
C -2.0914 -0.2231 2.4051 -0.2209
C -2.2141 -0.1306 1.2167 -0.0279
C -2.4121 -0.0195 -0.2264 0.0368
C -2.3743 1.4704 -0.6520 -0.3926
C -3.3488 2.3686 0.1002 -0.6159
C -3.7696 -0.6613 -0.5766 -0.3827
C -3.8501 -2.1321 -0.1829 -0.6117
N -1.3769 -0.7572 -0.9397 -0.6433
C -0.0142 -0.5778 -0.9224 0.7967
O 0.6630 -1.0696 -1.8061 -0.6742
N 0.4751 0.1632 0.1119 -0.6545
C 1.9000 0.2632 0.3987 -0.0289
C 2.6388 0.9437 -0.7550 -0.4166
C 4.1189 1.0943 -0.4210 -0.3943
C 4.7408 -0.2680 -0.1312 -0.3966
C 4.0076 -0.9516 1.0184 -0.3947
C 2.5269 -1.1039 0.6879 -0.4194
H -1.9731 -0.3048 3.4449 0.2395
H -1.3569 1.8358 -0.4962 0.2207
H -2.5808 1.5168 -1.7238 0.2089
H -3.1760 3.4066 -0.1738 0.2174
H -3.2105 2.2678 1.1743 0.2148
H -4.3806 2.1253 -0.1405 0.2015
H -3.9321 -0.5551 -1.6521 0.2059
H -4.5573 -0.1129 -0.0589 0.2184
H -4.8100 -2.5450 -0.4842 0.2137
H -3.0611 -2.7091 -0.6583 0.2124
H -3.7487 -2.2407 0.8942 0.2168
H -1.6831 -1.1935 -1.7972 0.4054
H -0.1454 0.2832 0.8985 0.4121
H 1.9840 0.8937 1.2930 0.1906
H 2.1903 1.9214 -0.9452 0.2049
H 2.5172 0.3324 -1.6487 0.2349
H 4.2329 1.7393 0.4547 0.1868
H 4.6362 1.5703 -1.2562 0.2085
H 5.7981 -0.1514 0.1172 0.2039
H 4.6692 -0.8921 -1.0238 0.1984
H 4.1190 -0.3537 1.9273 0.1875
H 4.4445 -1.9339 1.2091 0.2084
H 1.9986 -1.5806 1.5181 0.2021
H 2.4060 -1.7285 -0.1977 0.2270
```